Molecular formula: C48H99N21O24
Method: DFT, ωB97M-V with the def2-TZVPD basis set

Properties
E_LUMO = -0.0019 Ha
energy = -131778.2813 eV
Kohn-Sham gap = 0.3943 Ha
charge = 0

XYZ file:
```
192
C48H99N21O24, DFT ωB97M-V with the def2-TZVPD basis set
C -4.96632 -3.85271 -3.52323
C -3.57568 -3.26443 -3.37582
C -2.94934 -2.98312 -4.77742
C -2.87842 -4.22614 -5.52063
N -2.93486 -5.24580 -6.06466
H -4.93407 -4.92804 -3.69420
H -5.50434 -3.31193 -4.30408
H -5.57034 -3.73571 -2.61574
H -2.94065 -3.95254 -2.83003
H -3.60664 -2.29314 -2.87894
H -1.92552 -2.59385 -4.69274
H -3.54389 -2.25783 -5.36086
C 2.02356 8.16382 -0.31992
C 3.05896 7.13332 -0.68483
C 3.63323 6.43037 0.54468
C 2.75492 5.37259 1.18933
N 2.09908 4.58784 1.69534
H 1.69553 8.71314 -1.23598
H 2.52570 8.88566 0.35853
H 1.06821 7.80393 0.11018
H 3.98940 7.58140 -1.08844
H 2.78291 6.39562 -1.44091
H 4.00278 7.22155 1.21192
H 4.52052 5.79467 0.35794
C -3.61622 0.43518 -0.97402
C -4.67025 1.44654 -1.42152
C -5.41561 0.86807 -2.60270
C -4.47349 0.59713 -3.74277
N -3.67050 0.41086 -4.56489
H -3.01515 0.14819 -1.83672
H -4.02846 -0.47822 -0.59810
H -2.97904 0.88530 -0.22722
H -4.28074 2.49836 -1.66397
H -5.40430 1.70825 -0.63187
H -6.20935 1.55280 -2.98493
H -5.83684 -0.10953 -2.44146
C 2.01644 -2.56403 5.00112
C 2.69937 -2.43795 3.65710
C 3.31148 -1.07807 3.33726
C 2.26494 -0.11102 3.04510
N 1.48493 0.75188 2.85204
H 1.06000 -2.01699 5.03129
H 2.62124 -2.12350 5.79158
H 1.86941 -3.60140 5.27646
H 2.06201 -2.82166 2.79670
H 3.45883 -3.19755 3.61339
H 4.01996 -1.14355 2.50807
H 3.91627 -0.79762 4.18216
C -0.34623 -5.61316 -1.97096
C 1.07490 -5.14286 -1.75725
C 1.58353 -5.56727 -0.32366
C 1.02170 -4.97207 0.86954
N 0.60974 -4.34070 1.74491
H -0.40251 -6.65418 -1.84741
H -0.60740 -5.17137 -2.92636
H -1.01879 -5.19754 -1.25131
H 1.13715 -4.05711 -1.85752
H 1.77584 -5.52355 -2.51656
H 2.70972 -5.29925 -0.21885
H 1.55946 -6.65875 -0.30943
C -2.35092 3.71871 -5.41054
C -2.04520 3.00407 -6.73222
C -2.55838 3.91456 -7.89666
C -1.98164 5.27830 -7.83515
N -1.40123 6.24848 -7.75872
H -2.40259 3.07834 -4.54100
H -3.33427 4.15300 -5.49774
H -1.57231 4.46417 -5.28591
H -2.44663 1.98277 -6.88693
H -0.98311 2.81546 -6.90855
H -3.64114 4.05434 -7.98059
H -2.42763 3.53129 -8.90796
C -1.19822 -1.55722 1.84447
C -0.90480 -1.80205 0.40093
C 0.16839 -0.90963 -0.25879
C 1.57802 -1.40379 -0.20284
N 2.64415 -1.74003 0.13888
H -1.51133 -0.53397 2.06294
H -0.33112 -1.72643 2.50737
H -1.96848 -2.24388 2.17760
H -1.82983 -1.55969 -0.13503
H -0.71763 -2.87918 0.21820
H 0.17912 0.08650 0.17535
H -0.00600 -0.73473 -1.28073
C -4.64648 0.56944 2.32313
C -5.13634 0.63972 3.75716
C -4.99024 -0.72335 4.45084
C -5.77571 -1.77770 3.74643
N -6.44215 -2.46597 3.11383
H -4.57520 1.56390 1.88425
H -5.34379 0.01385 1.70935
H -3.66854 0.06642 2.26403
H -6.20761 0.99566 3.79647
H -4.52523 1.39002 4.28241
H -5.32013 -0.79932 5.50836
H -3.94194 -1.03984 4.42210
C 6.31358 -4.49415 -0.63311
C 6.89817 -3.99804 0.69431
C 5.82373 -3.46055 1.65915
C 5.08865 -4.61321 2.29357
N 4.43397 -5.33828 2.91793
H 7.08046 -4.78282 -1.34407
H 5.70495 -3.72166 -1.08124
H 5.67351 -5.37236 -0.47215
H 7.52853 -3.14784 0.43468
H 7.51578 -4.79493 1.12397
H 5.00927 -2.93575 1.08278
H 6.22125 -2.78829 2.41794
C 7.83475 0.65094 1.61269
N 6.78465 0.88706 2.64809
O 6.42428 -0.03914 3.36756
O 6.32228 1.98028 2.67171
H 8.23730 1.60769 1.44722
H 7.23176 0.28301 0.74724
H 8.50714 -0.09234 1.98049
C 4.57738 -1.38331 -2.85960
N 5.79228 -1.02844 -2.02150
O 5.67870 -0.88222 -0.80946
O 6.79636 -0.88158 -2.64507
H 4.95141 -2.00548 -3.70404
H 4.05342 -0.44586 -3.12757
H 3.93389 -1.90667 -2.15325
C -1.40542 -4.47074 4.66850
N -2.53545 -3.63049 5.13072
O -3.61004 -4.17823 5.22408
O -2.28752 -2.47754 5.43059
H -0.78543 -4.65816 5.56431
H -0.86146 -3.96585 3.89422
H -1.92652 -5.37088 4.27215
C -0.74586 4.68840 -1.42604
N -0.68537 3.46501 -0.56292
O -1.75214 2.99209 -0.24152
O 0.40188 3.07173 -0.22671
H -0.12106 4.45649 -2.27704
H -0.30142 5.49238 -0.85515
H -1.76870 4.90998 -1.61409
C 2.31460 3.55873 5.25543
N 3.34324 4.65922 5.58994
O 4.22082 4.36969 6.32734
O 3.11729 5.75098 5.07923
H 1.51153 3.54531 5.98411
H 2.92183 2.67557 5.31889
H 1.91584 3.77946 4.28570
C -0.83559 4.54596 3.35364
N -0.89650 5.76246 2.48152
O -1.19074 6.83339 2.98646
O -0.71049 5.59210 1.28334
H -1.52086 3.82174 2.89784
H -0.96864 4.80632 4.39336
H 0.15817 4.23216 3.04888
C 4.64737 3.83062 -4.23387
N 4.54181 2.34153 -4.19964
O 5.47243 1.74687 -3.66569
O 3.47331 1.87221 -4.56883
H 4.46450 4.07619 -3.18475
H 3.91017 4.27886 -4.89337
H 5.69167 3.92722 -4.44694
C -8.73505 -2.23787 0.73381
N -8.08897 -1.25850 -0.14476
O -7.28914 -1.63736 -1.00975
O -8.30917 -0.09316 0.03825
H -8.79467 -3.16474 0.13767
H -9.66550 -1.78189 1.01361
H -8.09626 -2.42213 1.66034
C 3.34666 2.01054 0.63407
N 3.42144 2.50680 -0.80905
O 3.75830 3.65208 -1.08510
O 2.98238 1.71426 -1.61364
H 2.30138 2.28169 0.89981
H 3.90409 2.71365 1.26341
H 3.60459 0.96399 0.68394
C 0.86188 -0.07597 -5.01089
N 1.63971 -1.17876 -4.37867
O 2.28181 -1.84541 -5.17862
O 1.54591 -1.25518 -3.16224
H -0.15238 -0.33850 -4.87168
H 1.11223 -0.08216 -6.06784
H 1.20511 0.79006 -4.47169
C -5.33546 -5.41202 0.53412
N -4.21170 -4.47248 0.88129
O -3.85319 -4.40790 2.03428
O -3.83570 -3.82317 -0.07338
H -4.87419 -6.30003 0.14216
H -6.06299 -4.95458 -0.12674
H -5.85972 -5.59087 1.51341
C -1.23729 0.56634 4.63648
N -1.61810 1.93070 5.16959
O -2.58059 2.49520 4.66844
O -0.99292 2.42684 6.09065
H -2.08137 -0.07475 4.82391
H -0.37348 0.26200 5.18179
H -1.02292 0.73189 3.57973
```

Molecular formula: C49H109N6O3
Method: DFT, ωB97M-V with the def2-TZVPD basis set

Properties
E_LUMO = -0.2648 Ha
energy = -67621.0505 eV
Kohn-Sham gap = 0.3127 Ha
charge = +5

XYZ file:
```
167
C49H109N6O3, DFT ωB97M-V with the def2-TZVPD basis set
C -18.48020 -10.06486 14.59319
C -19.93666 -9.71519 14.75105
C -20.69007 -9.68727 13.43822
N -22.18379 -9.58794 13.65622
C -22.56907 -8.29094 14.34067
C -22.88929 -9.63977 12.31705
C -24.37532 -9.89958 12.65842
C -24.22966 -10.71229 13.97544
C -22.77105 -10.78054 14.31831
H -17.86323 -9.32192 14.12115
H -18.24081 -10.95471 13.93168
H -17.96736 -10.27421 15.51446
H -19.93708 -8.75077 15.30955
H -20.41556 -10.43975 15.43467
H -20.50154 -10.57103 12.80936
H -20.40710 -8.76759 12.91150
H -23.61657 -8.39037 14.58886
H -22.45684 -7.46634 13.65777
H -22.07800 -8.19737 15.32818
H -22.73348 -8.63132 11.86461
H -22.50834 -10.45740 11.75583
H -24.86404 -8.94251 12.65474
H -24.77166 -10.46762 11.83573
H -24.77139 -10.19860 14.75486
H -24.64698 -11.70808 13.89767
H -22.64125 -10.80435 15.38710
H -22.31185 -11.72447 13.95716
C -8.15621 -7.50620 9.53122
C -7.23000 -7.25261 10.72186
C -7.82682 -6.05514 11.41320
N -7.09602 -5.65315 12.71807
C -5.81401 -4.92349 12.47276
C -6.79802 -6.77101 13.67913
C -8.12045 -7.05350 14.42308
C -9.01755 -5.82017 14.13205
C -8.03237 -4.85346 13.52467
H -8.03568 -8.50929 8.99790
H -8.07249 -6.63291 8.88476
H -9.12200 -7.52122 9.97484
H -6.14978 -7.04932 10.49290
H -7.31042 -8.06596 11.40333
H -8.78546 -6.31194 11.77960
H -7.85306 -5.15759 10.81557
H -6.00993 -3.99138 11.96428
H -5.18072 -5.57674 11.90300
H -5.31503 -4.79212 13.41079
H -6.02852 -6.40877 14.29393
H -6.42576 -7.61085 13.14090
H -7.99257 -7.11860 15.49054
H -8.65887 -7.91317 14.06962
H -9.45217 -5.32080 15.01501
H -9.85349 -6.01486 13.47338
H -7.44515 -4.33163 14.27541
H -8.46917 -4.14201 12.87396
C -14.15082 -15.16633 21.40005
C -14.55480 -15.10252 19.93478
C -13.31372 -15.42206 19.11526
N -13.66231 -15.52429 17.62815
C -14.65841 -16.54882 17.20920
C -12.43739 -15.74737 16.88386
C -12.59168 -15.21519 15.43013
C -13.90108 -14.36745 15.53083
C -14.15879 -14.20876 16.99964
H -14.98985 -15.07646 22.09503
H -13.39663 -14.45805 21.61838
H -13.70332 -16.11754 21.64882
H -14.81967 -14.05709 19.84086
H -15.35536 -15.79823 19.61190
H -12.92698 -16.40011 19.38112
H -12.49978 -14.69734 19.16873
H -14.86651 -16.54198 16.14726
H -15.58591 -16.45395 17.76278
H -14.14572 -17.46410 17.50228
H -12.13062 -16.80394 16.92527
H -11.65708 -15.22371 17.43059
H -12.85859 -16.00769 14.73610
H -11.69061 -14.64807 15.08449
H -14.71091 -14.85912 15.01053
H -13.77664 -13.30620 15.21150
H -15.23892 -14.06548 17.22277
H -13.53384 -13.42737 17.42798
C -8.47630 -9.28483 19.23870
C -7.31648 -10.26756 19.29911
C -7.50881 -11.03342 20.60363
N -7.01717 -12.46249 20.64446
C -7.30353 -12.94363 21.98881
C -7.50210 -13.40757 19.60427
C -6.37392 -13.64330 18.65751
C -5.12705 -13.63874 19.50554
C -5.44754 -12.44267 20.41537
H -8.27054 -8.54519 18.44985
H -8.68954 -8.80276 20.17092
H -9.42492 -9.80030 19.00329
H -6.43617 -9.64334 19.23236
H -7.31340 -10.93542 18.45440
H -8.58502 -11.10548 20.83759
H -6.96107 -10.46021 21.34645
H -6.89828 -12.24088 22.73757
H -6.81903 -13.93670 22.10452
H -8.36616 -12.96910 22.06757
H -7.71705 -14.33107 20.16479
H -8.45519 -13.05381 19.17977
H -6.53298 -14.57576 18.22545
H -6.37269 -12.94613 17.85446
H -5.07182 -14.60806 20.00012
H -4.26703 -13.43356 18.81225
H -5.02844 -12.48895 21.42526
H -5.16095 -11.49903 19.91237
C -12.57822 -13.25642 26.00165
C -12.57675 -13.01949 27.45557
C -11.91963 -14.28597 28.10516
N -12.31535 -14.49215 29.54231
C -11.67266 -15.80253 30.01276
C -13.87951 -14.60958 29.72615
C -14.15395 -13.64569 30.86754
C -12.86211 -13.43670 31.62277
C -11.84716 -13.40953 30.48143
H -12.76670 -12.28591 25.49856
H -13.32126 -14.01619 25.76807
H -11.57816 -13.59037 25.69066
H -13.60936 -12.88231 27.81289
H -11.96309 -12.15831 27.76268
H -10.83474 -14.33829 28.08231
H -12.30782 -15.19274 27.66968
H -12.20325 -16.55015 29.46851
H -11.75903 -15.91321 31.09428
H -10.62798 -15.73351 29.81881
H -14.03662 -15.60643 30.11405
H -14.34485 -14.53877 28.76143
H -15.01704 -14.03244 31.38139
H -14.55422 -12.77648 30.35181
H -12.57610 -14.22864 32.32911
H -12.88890 -12.52595 32.18465
H -10.81395 -13.59914 30.80180
H -11.78163 -12.39364 30.08644
C -12.42043 -4.83296 19.60791
C -12.45929 -3.65510 20.56487
C -13.73189 -3.49310 21.40944
N -13.83948 -2.33250 22.32588
C -13.32014 -1.02469 21.82812
C -15.27543 -2.17492 22.76280
C -15.60029 -3.26390 23.73870
C -14.21577 -3.58290 24.39004
C -13.20984 -2.74618 23.62231
H -13.17471 -4.87026 18.81438
H -12.51710 -5.76403 20.13421
H -11.44281 -4.94798 19.18701
H -12.35017 -2.69971 20.01047
H -11.54335 -3.83301 21.19361
H -13.92301 -4.26574 22.08160
H -14.55243 -3.52558 20.72432
H -13.65668 -0.81102 20.83458
H -12.25383 -1.05982 21.77270
H -13.64456 -0.28443 22.56375
H -15.32154 -1.20501 23.20559
H -15.85342 -2.31138 21.89141
H -16.33388 -2.92060 24.50482
H -15.96847 -4.20399 23.21281
H -14.10525 -3.36615 25.40859
H -14.05817 -4.67937 24.26926
H -12.94338 -1.82968 24.14867
H -12.31877 -3.32435 23.38661
O -12.26516 -10.99807 20.31595
C -11.49944 -12.13938 20.01548
O -11.86785 -12.89000 19.12001
O -10.45401 -12.28814 20.66734
H -13.21653 -11.08893 20.09413
```